Here is a molecular structure, C52H51NO2PtS2 at a distorted geometry from the OMol25 dataset. Energies are from the ωB97M-V functional and the def2-TZVPD basis.

Properties
Charge: +2
Gap between HOMO and LUMO (Eh): 0.1979
Largest force on an atom (eV Å⁻¹): 8.94

Geometry as XYZ:
```
109
Properties=species:S:1:pos:R:3:mulliken_charge:R:1
Pt -0.557 -0.158 -1.669 2.086
C 7.881 0.018 -3.043 -1.354
C 6.409 -0.043 -2.760 1.064
C 5.692 -1.229 -2.967 -1.058
C 4.322 -1.278 -2.704 -0.510
C 3.644 -0.133 -2.221 -0.005
C 4.364 1.046 -2.027 0.086
C 5.737 1.095 -2.290 -1.164
S 1.874 -0.158 -1.735 1.089
O 1.640 -0.796 -3.245 -0.632
C 2.227 -0.908 -0.241 1.097
C 2.623 -2.251 -0.189 -1.343
C 3.049 -2.824 1.009 -1.308
C 3.093 -2.066 2.183 0.989
C 3.530 -2.651 3.384 -1.020
C 3.555 -1.905 4.563 -0.782
C 3.141 -0.574 4.558 -0.998
C 2.704 0.022 3.374 -0.608
C 2.679 -0.711 2.165 0.933
C 2.232 -0.137 0.945 -0.321
C 1.681 1.238 0.920 -0.230
C 2.495 2.391 1.027 0.704
C 3.897 2.307 1.149 -0.521
C 4.671 3.466 1.246 -0.962
C 4.064 4.721 1.223 -0.793
C 2.678 4.827 1.101 -1.126
C 1.887 3.672 1.003 0.275
C 0.499 3.785 0.876 -0.465
C -0.298 2.647 0.783 0.025
C 0.277 1.364 0.817 -0.252
S -0.623 -0.158 0.723 0.385
O -2.083 0.512 0.335 -0.474
C -0.749 -0.168 2.526 -0.012
C -1.274 0.869 3.320 -0.260
C -1.255 0.764 4.717 -1.282
C -0.730 -0.380 5.337 1.145
C -0.702 -0.512 6.828 -1.418
C -0.234 -1.424 4.536 -1.092
C -0.251 -1.318 3.155 -0.028
H 8.267 -0.957 -3.410 0.335
H 8.429 0.285 -2.115 0.327
H 8.080 0.787 -3.819 0.343
H 6.190 -2.119 -3.334 0.342
H 3.793 -2.203 -2.881 0.503
H 3.859 1.934 -1.669 0.657
H 6.277 2.020 -2.129 0.458
H 2.624 -2.859 -1.080 0.655
H 3.357 -3.863 1.013 0.522
H 3.848 -3.686 3.410 0.506
H 3.891 -2.361 5.485 0.433
H 3.156 0.000 5.476 0.528
H 2.386 1.055 3.418 0.566
H 4.403 1.350 1.166 0.777
H 5.747 3.390 1.338 0.516
H 4.669 5.616 1.298 0.432
H 2.224 5.811 1.084 0.549
H 0.024 4.759 0.853 0.595
H -1.366 2.782 0.693 0.426
H -1.698 1.755 2.871 0.494
H -1.654 1.575 5.312 0.397
H -1.131 0.385 7.323 0.363
H 0.347 -0.638 7.171 0.305
H -1.293 -1.401 7.136 0.344
H 0.169 -2.320 5.002 0.469
H 0.131 -2.136 2.554 0.508
C -1.608 4.149 0.271 -1.129
C -2.651 3.170 -0.170 -0.569
C -4.009 3.450 -0.046 -0.897
C -4.948 2.510 -0.470 0.152
C -6.418 2.780 -0.350 -1.677
C -4.515 1.284 -1.021 -1.057
C -3.165 0.955 -1.168 1.299
C -2.258 1.939 -0.724 0.995
N -2.593 -0.158 -1.669 -0.167
C -3.188 -1.380 -2.218 1.248
C -2.633 -2.571 -1.374 -1.251
C -3.030 -3.927 -1.981 0.313
C -4.560 -4.030 -2.033 -1.419
C -5.127 -2.895 -2.898 0.192
C -4.560 -3.003 -4.320 -1.421
C -3.029 -2.896 -4.278 0.419
C -2.464 -4.029 -3.406 -1.297
C -2.633 -1.541 -3.668 -1.210
C -4.720 -1.537 -2.288 -2.477
H -2.058 5.059 0.680 0.432
H -0.979 4.439 -0.577 0.592
H -0.980 3.706 1.050 0.749
H -4.335 4.393 0.378 0.443
H -6.612 3.763 0.092 0.416
H -6.890 2.026 0.289 0.365
H -6.888 2.759 -1.339 0.377
H -5.291 0.602 -1.330 0.663
H -1.193 1.726 -0.820 -0.899
H -3.007 -2.506 -0.343 0.326
H -1.537 -2.516 -1.306 0.398
H -2.626 -4.739 -1.366 0.353
H -4.975 -3.974 -1.020 0.507
H -4.858 -5.001 -2.446 0.515
H -6.220 -2.969 -2.931 0.349
H -4.975 -2.209 -4.953 0.506
H -4.858 -3.958 -4.772 0.513
H -2.625 -2.976 -5.293 0.322
H -1.369 -3.972 -3.381 0.457
H -2.721 -5.002 -3.843 0.528
H -3.006 -0.728 -4.305 0.326
H -1.537 -1.454 -3.672 0.487
H -5.160 -1.476 -1.285 0.622
H -5.160 -0.747 -2.910 0.637
H -0.557 1.560 -1.669 -0.239
```